[1]
7 unconnected molecules or ions with the total composition C5H24NO8 in a non-equilibrium geometry. Source: the Open Molecules 2025 dataset; level of theory: wB97M-V/def2-TZVPD.

Its relative energy (zero: lowest compared OMol25 entry of this formula, charge and spin) is 47.8 kcal per mole. The value obtained for the total energy is -23444.3885 eV. The largest force on an atom comes out at 4.314 eV/A. The calculation puts the LUMO energy at 2.98 eV.

Geometry as ORCA input:
```
! wB97M-V def2-TZVPD RIJCOSX def2/J DEFGRID3
* xyz -1 1
H -1.291 -0.112 2.195
H -0.858 3.248 -2.098
H 3.506 -0.255 -1.494
O 0.546 2.552 1.417
H 0.556 3.514 1.281
H 0.829 0.159 1.076
H -1.267 1.248 1.243
C -1.293 0.161 1.130
H 1.774 -0.027 3.266
C -2.807 -0.149 -1.144
C 0.953 -2.130 -0.908
H -0.626 0.882 -3.526
H -3.714 -0.738 -1.403
H -3.416 0.427 0.730
C -2.596 -0.244 0.470
H -0.929 -0.312 -2.368
O -0.022 0.585 -2.833
O 3.827 0.530 -1.040
H -0.932 -2.041 0.108
H 0.004 0.193 -0.512
H 1.264 -1.368 -1.657
H 0.675 -3.099 -1.328
H -2.843 0.927 -1.420
H 0.529 -1.532 2.917
O 2.196 -2.391 -0.160
H 0.989 -2.246 1.657
H 0.086 1.795 -2.092
O 1.247 0.539 3.844
O 1.132 -2.247 2.688
O -1.883 -0.783 -1.965
H 2.450 -1.524 0.173
H 0.658 2.287 0.491
N 0.025 -1.749 0.125
H -3.113 -1.190 0.777
C 0.065 -0.261 0.471
H 1.046 1.255 3.226
H 3.209 1.215 -1.317
O 0.022 2.881 -2.021
*
```


[2]
A molecular structure, C5H25N2O8 in a non-equilibrium geometry. Source: the Open Molecules 2025 dataset; level of theory: wB97M-V/def2-TZVPD.

Its relative energy (zero: lowest compared OMol25 entry of this formula, charge and spin) is 78.6 kcal per mole. The value obtained for the total energy is -24950.4064 eV. The largest force on an atom comes out at 4.435 eV/A. The calculation puts the LUMO energy at 3.01 eV.

Geometry as ORCA input:
```
! wB97M-V def2-TZVPD RIJCOSX def2/J DEFGRID3
* xyz -1 1
H -1.289 1.112 1.303
C 0.426 2.257 -2.632
H 0.819 2.445 1.382
H 0.991 -1.755 -0.147
H 0.700 -0.843 -1.699
H -3.858 -0.965 -0.224
H -2.981 1.128 0.501
H 2.426 1.109 0.842
O -2.955 -0.027 2.010
H -1.779 -0.232 -2.311
O 4.449 -0.757 1.201
H 0.581 0.493 -0.274
H -2.970 -2.205 0.072
H 1.830 2.851 0.250
H -1.442 -3.605 -2.172
O 0.019 -1.139 2.302
H 1.152 -2.285 1.245
H -0.944 -1.238 0.289
O 1.567 -2.423 0.329
O 3.200 1.321 0.197
H 4.113 -0.054 0.661
H 0.457 -0.100 2.160
N -2.984 -1.339 -0.510
O 0.994 3.172 0.711
H -1.501 1.366 -1.441
O -1.833 -2.829 -2.757
C 0.213 0.156 -1.349
C -2.094 0.508 0.932
H -2.412 -0.526 2.656
H -2.325 -2.252 -2.106
H 3.666 -1.310 1.339
H 0.641 -1.584 2.794
C -1.758 -0.575 -0.080
H 2.935 0.885 -0.610
C -1.275 0.224 -1.380
H -0.648 2.487 -2.665
N 0.893 1.156 -2.267
O 1.175 0.969 2.003
H 0.891 2.985 -3.319
H 0.909 1.418 2.764
*
```


The lowest relative energy (zero: lowest compared OMol25 entry of this formula, charge and spin) belongs to which entry?
C5H24NO8